(1)
{
  "formula": "CH6NS",
  "method": "the ωB97M-V functional and the def2-TZVPD basis",
  "total_charge": -1,
  "relative_energy_kcal_mol": 0.7,
  "homo_energy_ev": -2.64,
  "fmax_ev_per_a": 0.56,
  "elements": ["S", "N", "C", "H", "H", "H", "H", "H", "H"],
  "xyz": [[-1.633, -2.480, 0.412], [-0.425, 0.600, -0.518], [1.012, 0.762, -0.378], [-1.604, -2.150, 1.714], [1.407, 0.468, 0.600], [-0.910, 1.276, 0.054], [1.514, 0.087, -1.066], [-0.694, -0.352, -0.241], [1.334, 1.789, -0.579]]
}

(2)
{
  "formula": "C4H3NO2",
  "method": "the ωB97M-V functional and the def2-TZVPD basis",
  "total_charge": 0,
  "relative_energy_kcal_mol": 110.7,
  "homo_energy_ev": -10.10,
  "fmax_ev_per_a": 2.25,
  "elements": ["O", "O", "N", "C", "C", "C", "C", "H", "H", "H"],
  "xyz": [[-2.364, 0.993, -1.073], [1.459, -1.071, 0.230], [0.246, -1.222, -0.403], [-1.702, -0.012, -0.986], [-0.401, -0.101, -0.251], [0.358, 0.912, 0.483], [1.506, 0.184, 0.690], [2.426, 0.521, 1.154], [-1.985, -0.960, -1.483], [0.457, 0.756, 1.639]]
}

(3)
{
  "formula": "C3H7N3",
  "method": "the ωB97M-V functional and the def2-TZVPD basis",
  "total_charge": 0,
  "relative_energy_kcal_mol": 109.3,
  "homo_energy_ev": -8.40,
  "fmax_ev_per_a": 6.73,
  "elements": ["N", "N", "N", "C", "C", "C", "H", "H", "H", "H", "H", "H", "H"],
  "xyz": [[-2.125, 0.569, -0.123], [-2.407, -0.804, -0.094], [0.199, -0.109, -0.122], [-0.911, 0.879, -0.113], [1.462, 0.410, -0.052], [2.464, -0.390, -0.046], [-0.650, 1.920, 0.221], [-1.634, -1.055, 0.805], [-3.521, -0.748, 0.308], [2.702, -1.580, -0.055], [-0.020, -0.814, -0.958], [3.320, 0.302, 0.193], [1.122, 1.421, 0.035]]
}

(4)
{
  "formula": "C14H25ClNPPb",
  "method": "the ωB97M-V functional and the def2-TZVPD basis",
  "total_charge": 2,
  "homo_energy_ev": [-15.67, -15.78],
  "fmax_ev_per_a": 3.05,
  "elements": ["Pb", "Cl", "P", "N", "C", "C", "C", "C", "C", "C", "C", "C", "C", "C", "C", "C", "C", "C", "H", "H", "H", "H", "H", "H", "H", "H", "H", "H", "H", "H", "H", "H", "H", "H", "H", "H", "H", "H", "H", "H", "H", "H", "H"],
  "xyz": [[1.418, 0.801, 0.052], [3.034, 0.486, 3.121], [-0.741, 1.855, 1.448], [0.952, 0.084, -2.231], [0.135, -2.122, -0.268], [-1.191, -0.898, 1.323], [1.430, 0.870, -3.415], [-1.962, 2.170, 0.094], [-1.152, 3.157, 2.656], [-0.087, -0.962, 0.463], [1.787, -1.163, -2.131], [-0.749, -3.218, -0.154], [-1.833, -3.156, 0.717], [-1.463, 0.334, 2.171], [-0.495, -0.230, -2.447], [1.225, -2.319, -1.307], [1.833, -0.363, 2.222], [-2.044, -2.009, 1.482], [3.480, 3.318, 1.445], [-0.770, -0.033, -3.492], [0.744, 0.687, -4.250], [-0.872, 4.121, 2.213], [-0.563, -4.089, -0.788], [0.838, -3.061, -2.020], [1.459, 1.945, -3.197], [-2.145, 1.273, -0.516], [2.068, -2.804, -0.791], [-1.089, 0.385, -1.765], [-2.510, -4.005, 0.799], [2.415, 0.538, -3.754], [-0.516, 3.007, 3.538], [2.775, -0.903, -1.746], [3.291, 3.505, 0.713], [-2.944, 2.528, 0.455], [-1.036, 0.235, 3.188], [-2.866, -1.930, 2.195], [-1.521, 2.940, -0.560], [-2.202, 3.206, 2.987], [-2.549, 0.499, 2.272], [0.930, -0.508, 2.841], [-0.679, -1.292, -2.272], [1.967, -1.529, -3.179], [2.196, -1.351, 1.888]]
}

(5)
{
  "formula": "C18H16BrCuN2O2S",
  "method": "the ωB97M-V functional and the def2-TZVPD basis",
  "total_charge": 0,
  "homo_energy_ev": -6.77,
  "fmax_ev_per_a": 0.72,
  "elements": ["Br", "Cu", "S", "O", "O", "N", "N", "C", "C", "C", "C", "C", "C", "C", "C", "C", "C", "C", "C", "C", "C", "C", "C", "C", "C", "H", "H", "H", "H", "H", "H", "H", "H", "H", "H", "H", "H", "H", "H", "H", "H"],
  "xyz": [[5.870, 0.415, 4.032], [-0.035, 0.338, -0.283], [0.325, 3.639, 0.575], [-0.178, 2.539, -0.299], [1.779, -0.213, -0.339], [-1.987, 0.349, -0.215], [-0.172, -0.015, 1.739], [-1.473, 0.233, 2.135], [1.343, 4.681, -0.506], [2.589, -0.073, 0.644], [-1.070, 4.791, 0.724], [3.989, -0.050, 0.365], [-2.797, 0.711, -1.188], [-2.402, 0.501, 1.078], [-4.130, 0.950, 2.745], [-4.534, 1.347, 0.323], [-3.259, 0.572, 3.733], [-3.713, 0.933, 1.397], [2.214, 0.093, 2.027], [4.542, 0.223, 2.676], [-1.933, 0.227, 3.439], [0.858, 0.250, 2.463], [3.218, 0.250, 3.006], [-4.068, 1.260, -0.958], [4.939, 0.075, 1.340], [4.271, -0.158, -0.674], [1.574, 5.623, -0.009], [-5.138, 1.261, 2.985], [-4.679, 1.569, -1.796], [-0.726, 5.727, 1.165], [-2.448, 0.528, -2.196], [-5.527, 1.729, 0.529], [-1.810, 4.321, 1.369], [-3.591, 0.556, 4.764], [0.724, 0.707, 3.453], [-1.255, -0.036, 4.240], [5.992, 0.069, 1.091], [2.918, 0.369, 4.040], [-1.485, 4.949, -0.270], [2.259, 4.130, -0.710], [0.790, 4.844, -1.429]]
}

Question: Which formula does entry 2 have?
Answer: C4H3NO2